1.
Below is a cluster of 2 separate species, C32H33BF2O2S in total, with properties calculated with ωB97M-V/def2-TZVPD.

Results
HOMO (eV): -5.69
Strongest force on any atom (eV/Å): 2.03
ΔE to the lowest compared entry with this formula, charge and spin (kJ/mol): 439.18
Gap between HOMO and LUMO (Ha): 0.129
Electronic energy (eV): -54758.609

Element x y z (Å)
F  -2.883  3.076  -4.040
C  -2.788  1.775  -3.584
C  -3.939  0.993  -3.561
C  -3.912  -0.173  -2.762
C  -2.757  -0.549  -2.082
C  -1.533  0.153  -2.267
C  -0.285  -0.370  -1.774
C  0.935  0.219  -2.123
C  2.181  -0.393  -2.105
C  3.373  0.235  -2.593
C  3.418  1.617  -2.942
C  4.614  2.159  -3.408
F  4.623  3.486  -3.778
C  5.801  1.437  -3.532
C  5.755  0.070  -3.190
C  4.571  -0.518  -2.753
C  -1.589  1.376  -2.996
H  -4.843  1.324  -4.072
H  -4.815  -0.790  -2.658
H  -2.752  -1.433  -1.427
H  -0.264  -1.379  -1.369
H  0.922  1.251  -2.496
H  2.262  -1.429  -1.781
H  2.552  2.269  -2.831
H  6.711  1.920  -3.897
H  6.657  -0.531  -3.299
H  4.531  -1.587  -2.534
H  -0.728  2.040  -3.062
C  -2.527  -2.467  5.653
C  -1.603  -2.002  4.591
C  -0.350  -1.432  4.756
C  0.255  -1.005  3.549
C  -0.504  -1.300  2.420
B  -0.416  -0.428  1.016
C  0.312  -1.910  0.865
C  1.735  -1.882  0.815
C  2.497  -2.956  0.365
C  1.862  -4.120  -0.095
C  0.460  -4.195  -0.052
C  -0.293  -3.102  0.376
O  -1.693  -0.077  0.569
C  -1.861  1.262  1.093
C  -2.764  2.017  0.134
C  -2.535  1.177  2.453
C  -0.361  1.846  1.154
C  0.034  2.628  -0.099
C  -0.013  2.642  2.405
O  0.467  0.653  1.137
S  -2.028  -2.023  2.914
H  -2.074  -2.301  6.635
H  -3.456  -1.882  5.610
H  -2.781  -3.532  5.565
H  0.095  -1.308  5.742
H  1.223  -0.520  3.472
H  2.238  -0.966  1.119
H  3.591  -2.879  0.365
H  2.452  -4.957  -0.472
H  -0.041  -5.119  -0.360
H  -1.381  -3.164  0.363
H  -3.077  2.979  0.584
H  -2.240  2.227  -0.815
H  -3.647  1.401  -0.112
H  -2.731  2.203  2.797
H  -3.495  0.648  2.362
H  -1.922  0.660  3.202
H  -0.468  3.604  -0.207
H  1.127  2.767  -0.079
H  -0.194  2.036  -0.998
H  -0.655  3.538  2.485
H  -0.094  2.032  3.318
H  1.033  2.960  2.316

Forces on atoms 1 to 2 (eV/Å):
F 0.2 -1.2 -0.1
C 0.2 0.5 0.8

Which charges does Löwdin predict for the atoms? In e, they are:
1 F 0.028
2 C -0.246
3 C -0.006
4 C -0.065
5 C -0.029
6 C -0.206
7 C -0.007
8 C -0.073
9 C 0.004
10 C -0.205
11 C 0.052
12 C -0.249
13 F 0.028
14 C -0.012
15 C -0.076
16 C -0.038
17 C 0.023
18 H 0.116
19 H 0.111
20 H 0.122
21 H 0.106
22 H 0.084
23 H 0.096
24 H 0.117
25 H 0.118
26 H 0.105
27 H 0.110
28 H 0.118
29 C -0.100
30 C -0.550
31 C -0.106
32 C -0.063
33 C -0.367
34 B -0.944
35 C -0.142
36 C -0.033
37 C -0.092
38 C -0.089
39 C -0.072
40 C -0.059
41 O 0.052
42 C -0.422
43 C -0.001
44 C -0.029
45 C -0.408
46 C -0.008
47 C -0.006
48 O 0.080
49 S 1.141
50 H 0.083
51 H 0.084
52 H 0.083
53 H 0.114
54 H 0.134
55 H 0.123
56 H 0.112
57 H 0.098
58 H 0.108
59 H 0.107
60 H 0.104
61 H 0.062
62 H 0.103
63 H 0.094
64 H 0.097
65 H 0.064
66 H 0.105
67 H 0.103
68 H 0.039
69 H 0.098
70 H 0.087
71 H 0.092

2.
Below is a cluster of 2 separate species, C2H5BrSi in total, with properties calculated with ωB97M-V/def2-TZVPD.

Results
HOMO (spin up / spin down) (eV): -9.28 / -8.90
Strongest force on any atom (eV/Å): 2.68
ΔE to the lowest compared entry with this formula, charge and spin (kJ/mol): 383.52
Gap between HOMO and LUMO (spin up / spin down) (Ha): 0.277 / 0.285
Electronic energy (eV): -80071.229

Element x y z (Å)
C  0.116  0.104  0.813
C  -0.106  0.879  -0.564
Si  -1.333  -0.525  -0.143
Br  -3.410  0.162  0.300
H  0.898  -0.552  0.837
H  0.068  0.741  1.650
H  -0.370  1.878  -0.217
H  0.644  0.808  -1.307
H  -0.442  -2.618  -1.628

Forces on atoms 1 to 2 (eV/Å):
C -1.7 0.6 -1.3
C -1.4 -0.9 1.8

Which charges does natural (NBO) predict for the atoms? In e, they are:
1 C -0.819
2 C -0.818
3 Si 1.054
4 Br -0.285
5 H 0.228
6 H 0.237
7 H 0.234
8 H 0.232
9 H -0.064

3.
Below is a cluster of 2 separate species, C16H17NO in total, with properties calculated with ωB97M-V/def2-TZVPD.

Results
HOMO (eV): -7.81
Strongest force on any atom (eV/Å): 3.69
SMILES string: Cc1c[nH]c2ccccc12.Cc1ccc(O)cc1
ΔE to the lowest compared entry with this formula, charge and spin (kJ/mol): 157.34
Gap between HOMO and LUMO (Ha): 0.311
Electronic energy (eV): -20404.196

Element x y z (Å)
C  -4.011  0.560  -0.914
C  -3.348  0.457  0.416
C  -3.225  1.530  1.237
N  -2.322  1.232  2.273
C  -1.806  -0.009  1.978
C  -0.738  -0.630  2.615
C  -0.411  -1.930  2.138
C  -1.112  -2.509  1.138
C  -2.192  -1.894  0.412
C  -2.460  -0.626  0.837
H  -4.370  1.538  -1.265
H  -5.017  0.058  -1.057
H  -3.524  -0.109  -1.649
H  -3.427  2.615  1.184
H  -1.693  1.946  2.626
H  -0.099  -0.021  3.247
H  0.472  -2.442  2.480
H  -0.892  -3.511  0.827
H  -2.656  -2.298  -0.459
C  2.284  -1.736  -3.252
C  2.439  -0.518  -2.335
C  3.563  -0.583  -1.503
C  3.744  0.419  -0.561
C  2.874  1.486  -0.515
O  3.070  2.497  0.385
C  1.680  1.512  -1.248
C  1.470  0.461  -2.128
H  2.596  -1.533  -4.279
H  1.242  -1.989  -3.239
H  2.974  -2.593  -2.968
H  4.294  -1.365  -1.588
H  4.612  0.448  0.040
H  3.813  2.338  0.974
H  0.990  2.295  -0.982
H  0.548  0.525  -2.663

Forces on atoms 1 to 2 (eV/Å):
C -2.4 -1.9 -1.1
C -0.6 0.8 -1.3

Which charges does natural (NBO) predict for the atoms? In e, they are:
1 C -0.648
2 C -0.118
3 C -0.023
4 N -0.552
5 C 0.139
6 C -0.232
7 C -0.223
8 C -0.223
9 C -0.233
10 C -0.013
11 H 0.229
12 H 0.213
13 H 0.221
14 H 0.213
15 H 0.400
16 H 0.211
17 H 0.215
18 H 0.206
19 H 0.218
20 C -0.620
21 C -0.049
22 C -0.178
23 C -0.295
24 C 0.308
25 O -0.683
26 C -0.259
27 C -0.194
28 H 0.213
29 H 0.216
30 H 0.212
31 H 0.209
32 H 0.201
33 H 0.479
34 H 0.226
35 H 0.214

4.
Below is a structure of composition C20H40BrN3O2PS, with properties calculated with ωB97M-V/def2-TZVPD.

Results
HOMO (eV): -4.70
Strongest force on any atom (eV/Å): 11.12
Charge: -1
ΔE to the lowest compared entry with this formula, charge and spin (kJ/mol): 1273.24
Gap between HOMO and LUMO (Ha): 0.256
Electronic energy (eV): -120107.262

Element x y z (Å)
C  -4.375  2.112  5.753
O  -4.630  1.753  4.318
C  -3.361  1.086  3.887
P  -3.019  1.211  2.011
Br  -0.837  1.689  2.433
C  -2.840  1.389  0.115
C  -1.337  1.178  -0.483
C  -1.539  0.909  -2.124
C  -0.005  0.792  -2.729
C  0.413  2.006  -3.751
N  1.050  3.214  -3.047
C  -2.717  -0.667  1.803
C  -1.493  -1.288  2.685
C  -1.661  -2.942  2.891
C  -0.313  -3.607  3.627
N  0.719  -2.574  4.027
C  0.614  -1.915  5.419
C  1.856  -0.845  5.439
C  2.640  -0.987  4.003
C  1.881  -2.143  3.109
N  -3.461  2.937  2.061
C  -2.531  3.671  2.810
S  -2.052  4.644  4.162
H  -3.682  1.307  6.294
H  -5.398  2.223  6.359
H  -3.825  3.139  5.873
H  -2.433  1.461  4.514
H  -3.509  -0.057  4.170
H  -4.446  0.926  1.802
H  -3.573  0.614  -0.415
H  -3.249  2.459  -0.188
H  -0.650  2.154  -0.448
H  -0.773  0.213  -0.100
H  -1.982  1.923  -2.540
H  -2.211  -0.027  -2.327
H  0.142  -0.239  -3.263
H  0.778  0.832  -1.831
H  -0.503  2.298  -4.417
H  1.268  1.578  -4.456
H  0.379  4.020  -3.058
H  1.860  3.555  -3.646
H  -2.601  -1.020  0.674
H  -3.714  -1.203  2.182
H  -1.374  -0.864  3.768
H  -0.505  -1.191  2.023
H  -1.756  -3.424  1.815
H  -2.586  -3.129  3.583
H  0.157  -4.432  2.906
H  -0.721  -4.200  4.573
H  -0.229  -2.164  6.193
H  2.064  -0.126  6.356
H  3.571  -0.385  3.622
H  2.139  -2.556  2.023
C  5.004  -2.105  -7.369
C  4.279  -0.770  -7.318
O  3.137  -0.776  -6.465
C  3.374  -1.073  -5.091
C  4.318  -0.094  -4.415
H  4.323  -2.899  -7.698
H  5.849  -2.055  -8.063
H  5.393  -2.395  -6.391
H  3.918  -0.529  -8.323
H  4.960  0.038  -7.033
H  3.729  -2.103  -4.983
H  2.401  -1.029  -4.587
H  5.310  -0.100  -4.872
H  4.434  -0.346  -3.356
H  3.929  0.928  -4.491

Forces on atoms 1 to 2 (eV/Å):
C -0.3 0.2 0.8
O 2.5 -0.1 2.4

Which charges does natural (NBO) predict for the atoms? In e, they are:
1 C -0.281
2 O -0.580
3 C -0.388
4 P 1.209
5 Br -0.323
6 C -0.720
7 C -0.425
8 C -0.422
9 C -0.429
10 C -0.226
11 N -0.852
12 C -0.754
13 C -0.428
14 C -0.425
15 C -0.219
16 N -0.412
17 C -0.092
18 C -0.308
19 C -0.302
20 C -0.093
21 N -0.748
22 C 0.218
23 S -0.169
24 H 0.168
25 H 0.175
26 H 0.199
27 H 0.207
28 H 0.176
29 H -0.138
30 H 0.202
31 H 0.228
32 H 0.230
33 H 0.209
34 H 0.192
35 H 0.204
36 H 0.194
37 H 0.220
38 H 0.178
39 H 0.178
40 H 0.356
41 H 0.350
42 H 0.212
43 H 0.208
44 H 0.229
45 H 0.216
46 H 0.200
47 H 0.199
48 H 0.203
49 H 0.203
50 H 0.244
51 H 0.240
52 H 0.235
53 H 0.251
54 C -0.644
55 C -0.063
56 O -0.538
57 C -0.067
58 C -0.644
59 H 0.211
60 H 0.211
61 H 0.204
62 H 0.184
63 H 0.159
64 H 0.157
65 H 0.197
66 H 0.197
67 H 0.222
68 H 0.214